{"formula": "C40H29BF5N5O4SSeSn", "method": "ωB97M-V with the def2-TZVPD basis set", "species": ["Sn", "S", "C", "N", "N", "C", "C", "C", "C", "C", "C", "N", "N", "C", "C", "C", "C", "C", "C", "H", "H", "H", "H", "H", "H", "H", "H", "H", "H", "H", "C", "C", "C", "C", "C", "C", "N", "C", "C", "C", "C", "C", "C", "C", "O", "O", "C", "C", "H", "H", "H", "H", "H", "H", "H", "H", "H", "H", "H", "H", "H", "H", "O", "B", "O", "C", "C", "C", "C", "C", "C", "H", "H", "H", "H", "F", "C", "C", "F", "C", "F", "C", "Se", "C", "F", "C", "F"], "positions_angstrom": [[-0.01742, -2.02406, -1.63496], [2.34057, -2.38464, -1.58570], [2.48225, -1.67910, 0.04076], [3.69041, -1.46806, 0.47427], [3.95381, -0.75361, 1.54739], [3.22127, 0.29954, 2.17981], [3.37822, 0.45961, 3.54547], [2.73487, 1.50934, 4.19509], [1.95142, 2.39625, 3.47632], [1.82206, 2.24179, 2.09656], [2.45424, 1.20230, 1.44500], [1.42908, -1.45440, 0.90049], [0.27067, -1.71821, 0.53359], [-0.77146, -1.55105, 1.50064], [-0.53282, -0.91686, 2.71587], [-1.57240, -0.78316, 3.61674], [-2.84028, -1.26625, 3.30936], [-3.06446, -1.90901, 2.10156], [-2.02558, -2.06144, 1.19783], [4.89230, -0.90048, 1.87999], [3.98424, -0.24383, 4.10419], [2.84939, 1.62527, 5.26493], [1.44778, 3.21009, 3.98151], [1.22709, 2.93359, 1.51358], [2.34113, 1.10413, 0.37235], [0.44935, -0.52350, 2.93529], [-1.39284, -0.29704, 4.56667], [-3.65112, -1.14568, 4.01566], [-4.04209, -2.30715, 1.86395], [-2.18202, -2.61522, 0.28133], [3.27506, 4.64412, 2.39816], [2.84935, 4.02810, 1.09082], [3.75196, 3.25784, 0.36723], [3.38084, 2.70673, -0.85002], [2.12204, 2.94453, -1.36921], [1.20242, 3.70383, -0.64754], [-0.05860, 4.01836, -1.17444], [-0.65120, 3.45354, -2.30115], [-1.29817, 4.29420, -3.21014], [-1.86257, 3.79583, -4.36983], [-1.78059, 2.43845, -4.65741], [-1.17615, 1.59911, -3.73796], [-0.64230, 2.07653, -2.54482], [-0.19734, 1.10487, -1.49005], [-0.34200, 1.34331, -0.30605], [0.35642, 0.00180, -1.93253], [1.55350, 4.22812, 0.60358], [0.53875, 4.98724, 1.41942], [4.34448, 4.50835, 2.55222], [2.75627, 4.18984, 3.24691], [3.06098, 5.71408, 2.42400], [4.74724, 3.09076, 0.76082], [4.08366, 2.10486, -1.41248], [1.85752, 2.55284, -2.34242], [-0.40697, 4.92906, -0.93020], [-1.33232, 5.35834, -3.00497], [-2.34156, 4.47371, -5.06481], [-2.18128, 2.04338, -5.58105], [-1.13218, 0.53577, -3.93051], [-0.47373, 4.65832, 1.18508], [0.59734, 6.06824, 1.25414], [0.69470, 4.82121, 2.48499], [-3.10596, -2.50429, -2.52687], [-2.16741, -1.56564, -2.14184], [-2.75524, -0.45871, -1.56540], [-4.10601, -0.73511, -1.55503], [-5.12926, 0.02620, -1.04209], [-6.40531, -0.52822, -1.12500], [-6.62022, -1.78179, -1.69381], [-5.57090, -2.53610, -2.21559], [-4.32039, -1.97069, -2.13391], [-4.94061, 0.98549, -0.58099], [-7.24892, 0.03275, -0.74599], [-7.62423, -2.18266, -1.72711], [-5.71990, -3.51655, -2.64534], [3.09322, -8.82911, -0.17003], [2.23221, -7.85922, -0.47418], [1.11557, -7.65063, 0.31382], [0.90081, -8.42903, 1.37656], [0.23046, -6.63688, -0.00671], [-0.83402, -6.47657, 0.78436], [0.42426, -5.81581, -1.10852], [-0.89737, -4.53733, -1.61038], [1.55237, -6.05162, -1.88175], [1.79939, -5.30889, -2.96419], [2.45151, -7.05759, -1.57908], [3.52272, -7.26648, -2.34625]], "atomic_forces_ev_per_a": [[-0.491, -0.364, 0.126], [0.147, -0.271, 0.028], [-0.140, 0.332, 0.045], [0.088, 0.193, 0.019], [-0.144, -0.208, 0.065], [-0.212, 0.199, -0.348], [-0.016, 0.061, 0.329], [0.209, -0.099, 0.031], [-0.307, -0.845, 0.010], [-1.620, -1.851, 1.488], [-0.244, -1.196, 0.337], [0.263, -0.107, 0.086], [-0.242, 0.233, 0.002], [0.137, -0.116, 0.001], [0.037, 0.086, -0.029], [-0.035, -0.014, -0.009], [0.017, -0.001, -0.001], [0.000, 0.000, 0.015], [0.017, -0.007, -0.044], [0.089, 0.115, -0.154], [-0.030, -0.012, 0.022], [0.009, -0.024, 0.020], [-0.228, -0.264, 0.110], [-0.492, -2.280, 1.409], [-0.223, -0.309, 0.390], [0.043, 0.042, -0.007], [-0.007, 0.036, -0.021], [0.005, -0.010, 0.009], [0.000, 0.008, -0.006], [-0.018, -0.036, 0.008], [0.087, 0.407, -0.078], [1.476, 1.653, -0.971], [0.127, 0.948, -0.290], [0.125, 0.422, -0.345], [0.303, -0.075, -0.066], [-0.083, 0.539, -0.073], [-0.007, 0.048, 0.154], [-0.027, 0.050, 0.026], [0.041, 0.047, -0.031], [0.012, -0.053, 0.011], [0.031, 0.055, 0.059], [-0.007, -0.048, -0.018], [-0.014, -0.091, -0.015], [0.186, -0.244, 0.323], [-0.155, -0.067, 0.073], [0.113, 0.441, -0.487], [0.487, 2.010, -1.684], [-0.010, 0.083, -0.026], [0.020, -0.020, -0.005], [0.464, 0.573, -0.353], [0.050, 0.056, -0.094], [-0.031, -0.028, 0.047], [0.000, -0.018, -0.005], [0.016, -0.002, 0.023], [0.036, 0.025, -0.055], [0.043, 0.006, -0.021], [-0.011, -0.002, 0.014], [-0.030, -0.005, 0.023], [0.045, -0.045, 0.004], [-0.004, -0.023, 0.015], [0.021, -0.063, -0.028], [0.003, 0.042, 0.009], [0.042, 0.133, -0.039], [-0.082, -0.214, 0.326], [0.063, 0.036, -0.153], [0.052, 0.125, -0.015], [-0.080, -0.034, 0.059], [0.030, 0.038, -0.059], [0.029, 0.000, -0.025], [-0.072, 0.006, 0.008], [0.067, -0.118, -0.018], [-0.003, 0.014, -0.036], [0.003, -0.024, 0.040], [-0.002, 0.006, -0.010], [-0.007, 0.014, -0.021], [-0.014, 0.006, -0.009], [0.033, -0.044, 0.019], [-0.009, -0.007, 0.032], [0.005, 0.014, 0.000], [0.036, 0.002, 0.044], [0.003, 0.021, -0.025], [0.065, 0.157, -0.015], [-0.097, -0.098, -0.132], [0.030, 0.058, -0.008], [-0.037, -0.036, -0.024], [0.026, 0.018, -0.018], [0.003, 0.017, 0.013]], "relative_energy_kj_mol": 305.1, "gap_ev": 6.028, "charge": 0, "multiplicity": 1, "e_lumo_ev": -1.550, "e_homo_ha": -0.27849}